Record 1
{
  "formula": "C19H23FN4O2",
  "method": "ωB97M-V with the def2-TZVPD basis set",
  "symbols": ["C", "C", "C", "N", "C", "N", "H", "C", "N", "C", "O", "C", "H", "C", "H", "H", "C", "C", "O", "N", "C", "H", "H", "C", "H", "H", "C", "C", "C", "C", "C", "C", "C", "H", "F", "H", "H", "H", "H", "H", "H", "H", "H", "H", "H", "H", "H", "H", "H"],
  "xyz": [[-1.36975, -2.95794, -4.61076], [-1.83938, -1.96338, -3.61432], [-2.48883, -2.09511, -2.41701], [-2.70633, -0.87322, -1.85790], [-2.21609, -0.00021, -2.70172], [-1.67451, -0.61535, -3.78411], [-1.14149, -0.15566, -4.50663], [-2.11490, 1.47273, -2.48547], [-0.88998, 1.76884, -1.75390], [0.30909, 1.48453, -2.30784], [0.44972, 1.24202, -3.49161], [1.47084, 1.44456, -1.32169], [2.37125, 1.25741, -1.91287], [1.62073, 2.73740, -0.50082], [2.52430, 3.26750, -0.80365], [0.77624, 3.40213, -0.69335], [1.68350, 2.44660, 1.00134], [0.48600, 1.62447, 1.42664], [-0.26006, 1.93138, 2.33416], [0.29038, 0.53468, 0.63958], [1.24974, 0.23089, -0.39240], [0.87900, -0.61720, -0.97352], [2.21415, -0.05466, 0.04576], [-0.76913, -0.40394, 0.94755], [-1.47484, 0.12890, 1.58933], [-1.27960, -0.70743, 0.02789], [-0.24019, -1.63729, 1.69914], [0.43952, -1.19548, 2.96267], [-0.30639, -0.85625, 4.08495], [0.30654, -0.35767, 5.21920], [1.67946, -0.18295, 5.25738], [2.41085, -0.52952, 4.13902], [1.81699, -1.03344, 2.99797], [2.43419, -1.29808, 2.15228], [3.75481, -0.36591, 4.14885], [2.17816, 0.21458, 6.12663], [-0.28772, -0.09251, 6.07994], [-1.37897, -0.97509, 4.06326], [-1.08734, -2.28556, 1.92463], [0.45719, -2.18591, 1.06336], [1.68613, 3.37456, 1.57268], [2.59474, 1.89517, 1.24350], [-0.95976, 1.78339, -0.74746], [-2.96120, 1.83224, -1.90279], [-2.07334, 1.98703, -3.44926], [-2.81244, -2.98777, -1.92094], [-0.30319, -2.83670, -4.80005], [-1.89771, -2.83354, -5.55646], [-1.55036, -3.96324, -4.24118]],
  "atomic_forces_ev_per_a": [[0.0, 0.1, 0.0], [-0.1, -0.3, 0.1], [0.3, -0.1, -0.3], [-0.3, 0.6, 0.2], [-0.1, 0.1, 0.0], [-0.2, -0.1, 0.0], [0.0, 0.0, 0.1], [0.2, -0.1, -0.2], [-0.4, 0.2, 0.1], [0.5, 0.2, 0.5], [0.0, -0.1, -0.5], [0.0, -0.2, -0.2], [-0.2, 0.0, 0.0], [0.1, 0.0, 0.1], [-0.1, 0.0, 0.0], [0.1, 0.0, 0.0], [-0.1, 0.2, 0.1], [0.3, 0.3, 0.0], [-0.1, 0.2, 0.3], [-0.2, -0.1, -0.1], [0.4, 0.0, -0.2], [0.0, 0.0, 0.1], [-0.1, -0.1, -0.1], [-0.2, -0.3, 0.1], [0.0, -0.1, -0.1], [0.1, 0.1, 0.1], [-0.1, 0.3, 0.0], [0.0, -0.2, 0.1], [0.0, -0.1, 0.0], [0.0, 0.0, -0.1], [0.3, 0.0, -0.1], [-0.1, 0.0, 0.0], [0.1, 0.0, 0.1], [0.1, 0.0, -0.1], [-0.1, 0.0, 0.0], [0.1, 0.0, 0.1], [-0.1, 0.0, 0.1], [-0.1, 0.0, 0.0], [0.0, -0.1, 0.0], [0.0, -0.1, 0.0], [0.0, -0.1, 0.0], [0.1, 0.0, 0.0], [0.1, 0.0, -0.1], [0.0, 0.0, -0.1], [-0.1, 0.0, 0.1], [0.0, -0.3, 0.0], [0.1, -0.1, 0.0], [0.0, -0.1, -0.1], [0.0, -0.1, 0.0]],
  "nbo_charge": [-0.64, 0.10, -0.11, -0.48, 0.32, -0.51, 0.44, -0.26, -0.62, 0.69, -0.65, -0.31, 0.24, -0.40, 0.23, 0.22, -0.50, 0.69, -0.62, -0.47, -0.21, 0.23, 0.20, -0.24, 0.24, 0.24, -0.42, -0.01, -0.21, -0.17, -0.29, 0.39, -0.26, 0.21, -0.33, 0.23, 0.22, 0.21, 0.23, 0.20, 0.24, 0.22, 0.41, 0.24, 0.22, 0.20, 0.22, 0.22, 0.23],
  "homo_energy_ev": -8.5234,
  "de_lowest_kj_mol": 13.3,
  "molar_mass_g_mol": 358.42,
  "multiplicity": 1,
  "charge": 0
}

Record 2
{
  "formula": "C8H11F5IN4O3S",
  "method": "ωB97M-V with the def2-TZVPD basis set",
  "symbols": ["C", "C", "C", "O", "C", "C", "N", "S", "O", "O", "C", "F", "F", "C", "F", "F", "F", "N", "C", "N", "N", "I", "H", "H", "H", "H", "H", "H", "H", "H", "H", "H", "H"],
  "xyz": [[4.21125, -1.25554, 0.19316], [3.60972, -0.10533, -0.62648], [2.15567, 0.08991, -0.21508], [1.36069, 0.67452, -1.25695], [0.63653, 1.80190, -0.86150], [-0.45408, 1.47974, 0.12843], [-1.58554, 0.80791, -0.07154], [-2.11383, 0.11484, -1.55616], [-3.41896, 0.59665, -1.80587], [-1.18826, 0.43745, -2.57443], [-2.15567, -1.74085, -1.42986], [-0.94900, -2.19567, -1.10829], [-2.42326, -2.15040, -2.65121], [-3.24624, -2.33824, -0.48460], [-4.42956, -2.18337, -1.03949], [-2.99485, -3.64348, -0.40517], [-3.18736, -1.83452, 0.73710], [-2.30965, 0.75388, 1.07732], [-1.64142, 1.40035, 1.96332], [-2.07496, 1.60974, 3.25134], [-0.45380, 1.87658, 1.39130], [0.91835, 2.97186, 2.43905], [5.14866, -1.58645, -0.24389], [4.41078, -0.94152, 1.21641], [3.54024, -2.11236, 0.23524], [4.16100, 0.79337, -0.35007], [3.70978, -0.30527, -1.68905], [2.12959, 0.68930, 0.69956], [1.71747, -0.88560, 0.01363], [1.32430, 2.52457, -0.41383], [0.24193, 2.27964, -1.75340], [-3.06550, 1.40792, 3.31989], [-1.58402, 0.96848, 3.87115]],
  "atomic_forces_ev_per_a": [[0.0, 0.1, -0.1], [0.0, -0.2, 0.8], [0.1, -0.5, -0.2], [-0.1, 0.2, 0.2], [0.9, -0.1, -0.3], [1.0, 0.5, -0.9], [0.8, 0.0, 0.5], [-1.5, 1.1, -2.9], [-0.8, -0.5, 1.4], [1.4, -0.3, 0.7], [0.1, -0.6, 0.7], [0.3, 0.3, 0.5], [-0.2, 0.3, -0.6], [0.3, -0.9, -0.4], [-0.2, 0.4, 0.3], [0.1, -0.1, 0.0], [-0.1, 0.3, 0.0], [-1.1, -0.6, -0.5], [-0.2, -0.1, -0.3], [0.7, -0.2, 0.0], [-0.5, 0.0, 1.1], [0.0, 0.0, -0.1], [0.1, 0.0, 0.0], [0.0, 0.0, 0.1], [0.0, -0.1, -0.1], [0.1, 0.2, -0.5], [-0.2, 0.1, -0.1], [-0.1, 0.1, 0.0], [-0.1, 0.0, 0.0], [-0.2, 0.1, 0.3], [-0.3, -0.1, 0.0], [-0.1, 0.1, -0.1], [0.0, 0.4, 0.3]],
  "nbo_charge": [-0.61, -0.42, -0.07, -0.50, -0.12, 0.46, -0.41, 2.21, -0.84, -0.85, 0.41, -0.28, -0.26, 0.92, -0.27, -0.29, -0.30, -0.24, 0.51, -0.80, -0.50, 0.54, 0.23, 0.20, 0.20, 0.20, 0.23, 0.15, 0.18, 0.21, 0.26, 0.42, 0.41],
  "homo_energy_ev": -13.7996,
  "molar_mass_g_mol": 465.16,
  "multiplicity": 1,
  "charge": 1
}

Record 3
{
  "formula": "C5H7P",
  "method": "ωB97M-V with the def2-TZVPD basis set",
  "symbols": ["C", "C", "C", "C", "C", "P", "H", "H", "H", "H", "H", "H", "H"],
  "xyz": [[0.15828, 1.19623, 0.22443], [1.48488, 1.25009, -0.01450], [1.10005, -1.14237, 0.28032], [-0.38110, -0.10993, 0.58697], [-1.45897, -0.51775, -0.47074], [2.44549, -0.23962, -0.21253], [-0.50016, 1.99948, 0.52833], [2.00586, 2.07823, -0.51942], [0.88257, -2.13684, 0.29827], [-0.82647, -0.25585, 1.58251], [-2.27773, 0.20939, -0.44531], [-1.64527, -1.60435, -0.31458], [-0.98744, -0.72670, -1.52375]],
  "atomic_forces_ev_per_a": [[1.1, 0.3, 2.1], [-0.1, 1.5, -2.0], [-2.0, 4.5, 0.4], [2.6, -3.0, -2.1], [2.2, -2.0, -1.3], [-1.7, -1.6, 0.8], [0.2, 0.7, -0.8], [-0.5, 0.4, 0.9], [-0.1, -2.8, 0.1], [0.5, 0.2, -0.1], [-0.1, -0.7, -0.3], [-1.1, 0.9, 0.6], [-0.7, 1.6, 1.6]],
  "nbo_charge": [-0.17, -0.55, -0.56, -0.25, -0.63, 0.65, 0.21, 0.22, 0.18, 0.23, 0.22, 0.22, 0.22],
  "homo_energy_ev": -8.6406,
  "de_lowest_kj_mol": 163.4,
  "molar_mass_g_mol": 98.08,
  "multiplicity": 1,
  "charge": 0
}

Record 4
{
  "formula": "C3H12N2O",
  "method": "ωB97M-V with the def2-TZVPD basis set",
  "symbols": ["C", "C", "N", "H", "H", "H", "H", "H", "H", "H", "H", "N", "C", "O", "H", "H", "H", "H"],
  "xyz": [[0.51695, -1.94255, -2.60402], [0.62839, -1.55348, -3.86344], [-0.56116, -2.16540, 1.93717], [-0.48685, -2.03890, -2.18328], [0.44516, 2.71639, 3.05777], [1.32389, -1.87955, -1.89402], [-0.26886, -1.51168, -4.46911], [1.56464, -1.31483, -4.35998], [0.32238, -2.66025, 2.04258], [-1.03695, -2.70144, 1.21463], [-1.08094, -2.31811, 2.79006], [-1.09875, 2.61389, 1.42782], [0.29892, 2.25062, 1.18377], [1.03781, 2.36941, 2.37623], [-1.11399, 3.62650, 1.49153], [-1.61421, 2.43066, 0.57553], [0.38058, 1.20272, 0.87209], [0.74298, 2.87602, 0.40468]],
  "atomic_forces_ev_per_a": [[-0.6, 1.1, 0.3], [-0.1, -0.3, -0.3], [0.2, -0.4, -0.4], [0.3, -0.4, -0.1], [0.1, -0.2, -0.2], [0.3, -0.4, 0.0], [0.1, 0.1, -0.2], [-0.1, 0.0, 0.2], [0.0, 0.2, 0.2], [-0.1, 0.2, 0.1], [-0.1, 0.0, 0.1], [0.5, 0.1, -0.3], [-0.2, -0.5, 0.1], [0.1, 0.4, 0.3], [-0.1, 0.2, 0.1], [-0.3, -0.3, 0.0], [-0.3, 0.1, -0.1], [0.3, 0.1, 0.1]],
  "nbo_charge": [-0.39, -0.38, -1.06, 0.19, 0.47, 0.19, 0.19, 0.19, 0.35, 0.35, 0.36, -0.84, 0.10, -0.73, 0.34, 0.36, 0.16, 0.13],
  "homo_energy_ev": -9.6429,
  "de_lowest_kj_mol": 138.6,
  "molar_mass_g_mol": 92.14,
  "multiplicity": 1,
  "charge": 0
}

Record-wise Kohn-Sham gap values, in eV: 9.2; 8.5; 8.7; 10.6
Record-wise lowest unoccupied orbital energy values, in hartree: 0.0243; -0.1934; 0.0037; 0.0334